[1]
10
Properties=species:S:1:pos:R:3:forces:R:3:nbo_charge:R:1 method="wB97M-V/def2-TZVPD" homo_lumo_gap_ha=0.3510 multiplicity=1 charge=0 lumo_ev=0.671
C 1.221044 -0.001040 -0.250348 -1.3137 0.2036 -0.5152 -0.65
N -0.787298 0.996136 0.543210 -0.3508 0.4362 -3.0017 -0.78
C -0.324554 -0.164215 -0.184652 2.2356 -2.0207 3.8717 0.38
N -0.815851 -1.305671 -0.307586 0.6385 -1.8332 -0.0833 -0.75
H 1.633145 -0.957405 -0.541380 0.2908 0.2510 -0.6836 0.23
H 1.443583 0.123562 0.807068 0.1350 0.1429 0.0029 0.23
H 1.506064 0.911856 -0.768017 0.5276 -0.2804 -0.1870 0.22
H -0.812665 1.072519 -0.568204 -0.9313 3.2414 1.2728 0.38
H -1.784836 1.054271 0.779499 0.1539 -0.8578 -0.1237 0.36
H -1.278633 -1.730014 0.490410 -1.3856 0.7170 -0.5529 0.37



[2]
10
Properties=species:S:1:pos:R:3:forces:R:3:nbo_charge:R:1 method="wB97M-V/def2-TZVPD" homo_lumo_gap_ha=0.3873 smiles="C=N.C=N" multiplicity=1 charge=0 lumo_ev=0.663
C 1.624719 -5.041788 -1.673291 -1.4856 -1.3714 -2.0141 -0.04
N 2.432150 -5.949738 -1.408971 0.0438 -1.5880 -1.3360 -0.60
H 1.555236 -4.139139 -1.144123 -0.1881 1.5619 0.5682 0.15
H 0.891367 -5.273902 -2.540907 0.9844 0.7271 1.5096 0.16
H 3.117979 -5.795188 -0.717844 0.6452 0.6703 1.2724 0.34
C -1.903203 5.541127 1.770663 0.3312 -3.9516 0.5645 -0.08
N -2.496860 4.611681 1.065892 0.6966 3.7210 -1.1922 -0.57
H -2.453439 5.777785 2.649658 -0.0435 0.6534 1.0595 0.15
H -0.767343 5.540760 1.844864 -1.2290 1.3571 -0.9592 0.17
H -2.000602 4.728401 0.154061 0.2451 -1.7798 0.5274 0.33



[3]
10
Properties=species:S:1:pos:R:3:forces:R:3:nbo_charge:R:1 method="wB97M-V/def2-TZVPD" homo_lumo_gap_ha=0.3199 smiles="C=N.C=N" multiplicity=1 charge=0 lumo_ev=-0.221
C 0.657516 -1.104465 2.650353 -1.7009 1.8708 -4.0371 0.04
N 0.926784 -0.292655 1.616836 0.7237 -4.6542 1.4194 -0.73
H 1.239011 -1.998823 2.910375 1.2216 1.2989 0.9230 0.18
H -0.372829 -1.137540 3.061473 0.2027 -0.2690 -0.2540 0.13
H 0.317806 -0.401652 0.763341 -0.4401 1.7304 1.9314 0.39
C -0.509784 0.331354 -2.508445 -3.6552 0.7362 1.8531 -0.05
N -0.932278 1.332372 -1.761630 3.1697 -2.0264 0.5865 -0.61
H -0.112618 0.545242 -3.480853 0.0184 0.2373 -0.5853 0.16
H -0.956529 -0.727465 -2.386002 1.6902 1.1154 0.4582 0.15
H -0.962773 1.080882 -0.706223 -1.2301 -0.0394 -2.2951 0.34



[4]
10
Properties=species:S:1:pos:R:3:forces:R:3:nbo_charge:R:1 method="wB97M-V/def2-TZVPD" homo_lumo_gap_ha=0.3729 multiplicity=1 charge=0 lumo_ev=0.935
H -1.278084 -1.338432 0.211928 0.5073 -0.6261 0.1698 0.33
N -1.858526 -0.539064 0.050927 -0.2872 0.7912 -0.3381 -0.69
C -1.200384 0.542895 -0.000554 1.0599 0.4683 0.4719 0.28
N 0.223127 0.688744 0.209468 -2.3906 0.9630 -0.1519 -0.65
C 1.127516 -0.384586 -0.008189 1.5459 -1.9018 0.0716 -0.43
H -1.800010 1.489620 -0.158926 1.1504 -0.8661 0.2139 0.17
H 0.589639 1.585978 -0.048724 -0.1712 0.1973 0.0292 0.38
H 2.133122 0.035311 -0.374625 -1.5021 -0.6965 0.6173 0.21
H 1.361790 -1.051486 0.959354 -0.6625 1.3993 -2.0901 0.19
H 0.701810 -1.028978 -0.840656 0.7501 0.2714 1.0064 0.19



[5]
10
Properties=species:S:1:pos:R:3:forces:R:3:nbo_charge:R:1 method="wB97M-V/def2-TZVPD" homo_lumo_gap_ha=0.3488 multiplicity=1 charge=0 lumo_ev=1.096
C -1.185588 -0.291521 -0.048552 2.6229 0.2885 -0.3765 -0.70
C -0.272293 0.923078 0.019778 0.7623 1.4463 -0.6092 0.00
N 1.046267 0.934658 -0.065302 -3.2530 -0.5891 0.8989 -0.22
N 1.585354 -0.313931 -0.037606 1.8927 1.3698 -0.7734 -0.67
H -1.067677 -0.796154 0.895866 -0.4096 -0.5712 0.5057 0.22
H -0.693362 -0.944931 -0.821264 -1.1915 0.2787 0.3421 0.22
H -2.200678 0.019319 -0.221516 -0.2486 -0.2572 -0.2542 0.23
H -0.837946 1.892950 0.060529 1.2268 -0.7212 -0.1621 0.18
H 2.601994 -0.328228 0.067999 -1.0216 -0.1935 -0.0255 0.39
H 1.023931 -1.095238 0.150072 -0.3804 -1.0511 0.4542 0.36



[6]
10
Properties=species:S:1:pos:R:3:forces:R:3:nbo_charge:R:1 method="wB97M-V/def2-TZVPD" homo_lumo_gap_ha="0.3966 / 0.3197" multiplicity=2 charge=+1 lumo_ev="-6.243 / -8.477"
C 1.046509 0.517144 0.514925 1.3379 -0.0666 1.1740 -0.54
N 0.765988 -0.107429 -0.764958 -2.0293 0.0049 1.1966 -0.05
C -0.558394 -0.322624 -0.967840 2.5836 -1.6460 -2.7123 0.23
N -1.519707 -0.814084 -0.131548 1.2719 0.8301 -0.8271 -0.55
H 0.423013 0.078944 1.324854 -0.2006 0.1939 -0.5021 0.24
H 0.950340 1.621450 0.592813 -0.3444 -0.4601 -0.6374 0.29
H 2.060196 0.313974 0.861175 0.1086 -0.0725 -0.5237 0.27
H -0.883852 -0.176350 -1.997088 -0.2536 0.6884 -0.0931 0.28
H -1.199749 0.310888 -0.010923 -2.3740 -0.3731 2.2347 0.42
H -1.084347 -1.421910 0.578587 -0.1001 0.9010 0.6905 0.42



[7]
11
Properties=species:S:1:pos:R:3:forces:R:3:nbo_charge:R:1 method="wB97M-V/def2-TZVPD" homo_lumo_gap_ha=0.3718 multiplicity=1 charge=0 lumo_ev=0.690
C -1.613612 -0.131531 -0.004488 -0.8123 0.3803 0.4150 -0.71
C -0.141108 0.384599 -0.177437 -1.6937 2.6224 2.5797 0.63
H -1.593203 -1.253002 -0.221705 -0.3019 1.4843 0.3509 0.21
H -2.542176 0.377813 -0.649694 2.9050 -1.1203 1.9281 0.26
H -1.722618 0.006647 1.192079 -0.2865 -0.2819 -2.9464 0.26
H 0.406601 -1.430004 -0.554228 1.9214 1.3867 1.2478 0.38
H 1.650902 1.136273 -0.399911 1.7813 -3.1139 1.5627 0.42
H 2.452755 -0.072649 0.980104 -0.9529 0.6512 -4.0600 0.34
N 0.778900 -0.576732 0.006731 -1.0031 -1.4031 -2.5194 -0.46
N 2.102290 -0.038682 -0.145271 -0.2240 1.5702 2.8838 -0.70
O 0.221271 1.597272 -0.026180 -1.3331 -2.1758 -1.4424 -0.64



[8]
11
Properties=species:S:1:pos:R:3:forces:R:3:nbo_charge:R:1 method="wB97M-V/def2-TZVPD" homo_lumo_gap_ha=0.3590 smiles="[H]/N=C/N.C=O" multiplicity=1 charge=0 lumo_ev=0.821
H 1.286060 -1.671177 -1.763240 -0.0361 -0.1630 0.2844 0.34
N 0.786809 -1.002582 -1.183951 0.1028 -0.1488 -0.1653 -0.74
C 1.583325 -0.368708 -0.421198 -0.0005 0.7482 -0.1024 0.28
N 1.111134 0.635875 0.381459 -0.0363 -1.1216 -0.3935 -0.84
H 2.658504 -0.534807 -0.341203 0.0918 -0.0060 -0.1981 0.14
H 1.692593 1.401994 0.653931 -0.1546 0.0193 0.2245 0.39
H 0.101212 0.598593 0.442143 0.2780 0.6818 0.4259 0.41
C -2.330123 0.242598 0.541277 0.7266 -0.1964 0.3141 0.27
O -1.543951 -0.094982 1.391536 -0.4190 0.1054 -0.0272 -0.51
H -1.934729 0.587773 -0.427535 -0.4045 0.0448 -0.1935 0.12
H -3.410834 0.205424 0.726781 -0.1483 0.0362 -0.1690 0.12



E values (in eV) by entry order: -5148.397, -5148.461, -5146.880, -5150.654, -5149.884, -5138.994, -7195.961, -7197.794.
Relative energy (zero: lowest compared OMol25 entry of this formula, charge and spin) values (in kJ/mol) by entry order: 339.9, 333.7, 486.2, 122.1, 196.4, 381.0, 369.2, 192.4.